Entry 1:
{
  "formula": "C23H40NO6S",
  "method": "wB97M-V/def2-TZVPD",
  "orbital_gap_ev": 9.45,
  "lumo_energy_ev": -2.6062,
  "charge": 1,
  "e_homo_ev": -12.1,
  "elements": ["N", "C", "C", "H", "H", "H", "H", "H", "C", "C", "C", "C", "H", "H", "C", "H", "H", "C", "H", "H", "O", "H", "H", "O", "H", "H", "H", "H", "C", "C", "H", "H", "O", "O", "H", "S", "C", "O", "C", "H", "H", "C", "C", "H", "H", "H", "H", "H", "H", "H", "H", "H", "C", "C", "O", "H", "C", "C", "H", "H", "C", "C", "C", "H", "C", "H", "H", "H", "H", "H", "C"],
  "xyz": [[-3.9592, 5.2334, 3.2935], [2.1864, -1.8298, 2.8617], [3.6747, -1.6502, -0.2005], [2.6161, -3.7696, -2.7788], [-0.8735, -4.9825, -0.6930], [2.1934, -0.0199, 3.9950], [-3.5012, 3.2859, -0.8368], [5.0909, -0.6146, -1.4250], [0.0436, -3.8606, -2.2770], [-5.8299, 4.1418, 2.1164], [-1.2646, 1.3056, -0.5800], [1.2446, 0.9569, 1.8160], [-5.8672, 2.5790, -0.8854], [1.0950, 1.4865, -1.8940], [3.6678, -2.6473, -1.3679], [-3.9586, -3.5599, -0.3778], [1.4536, 0.0457, -1.0680], [4.6619, -0.4810, -0.4539], [3.8170, 1.2725, 0.5238], [0.4303, -4.4445, -3.0852], [-2.7868, 5.5495, 3.2532], [-0.8280, 2.5601, 1.0253], [2.6800, -1.3465, 0.0325], [-2.3528, -3.8599, -1.5637], [0.7911, -2.8775, -0.5580], [-2.1901, 1.2474, -0.0414], [-1.3330, -5.4680, -2.2825], [-2.4983, -2.8775, 0.2244], [1.7311, 1.0721, -1.1327], [-1.5977, 1.6341, -2.0065], [1.0012, 1.6480, 2.6110], [-0.8262, 0.3336, -0.4710], [2.5071, 0.4538, 2.0033], [-4.7080, 5.4510, 4.2152], [5.4336, -0.5414, 0.2830], [1.2848, 2.0074, 0.3367], [-0.4407, 2.4015, 0.0404], [-2.5360, 0.8967, -2.5737], [-3.6564, 4.2225, 1.0774], [2.0583, -2.1586, -2.7221], [4.0662, -3.5859, -1.0356], [2.3605, -2.9804, -2.0956], [-6.3219, 3.4451, 1.0230], [5.0283, 1.5665, -0.6328], [1.4504, -4.4480, -0.8078], [-0.3531, -2.9216, -2.6224], [-0.4831, 3.2929, -0.5480], [3.3784, 0.7091, -2.3754], [2.8973, -2.3767, 2.2831], [-7.3591, 3.1450, 1.0020], [-6.4746, 4.3861, 2.9461], [-2.4261, -0.0427, -2.3778], [3.1548, 1.2993, -1.5073], [-2.9063, -3.7279, -0.2801], [-1.0709, 2.5423, -2.5857], [4.0183, -2.1685, 0.6667], [-1.1595, -4.6103, -1.6636], [4.1668, 0.9578, -0.4375], [3.7028, -0.4859, 3.2954], [3.2468, 2.3235, -1.8122], [-4.1535, 3.5234, -0.0070], [1.1879, -3.5352, -1.3150], [-4.5024, 4.5136, 2.1261], [1.2432, -1.8717, 2.3864], [-5.4847, 3.1298, -0.0375], [0.4355, 0.2412, 1.7535], [2.1225, -2.3242, 3.8102], [-2.7772, -4.6113, 0.3175], [4.3318, -2.2781, -2.1216], [-2.6237, 4.5354, 1.1065], [2.6503, -0.4383, 3.1129]],
  "forces_ev_per_angstrom": [[0.003, -0.061, -0.107], [0.350, -0.077, 0.297], [0.641, 0.110, -1.010], [0.222, -0.343, -0.624], [0.069, -0.207, 0.595], [-0.366, 0.390, 0.320], [-0.025, 0.088, -0.097], [0.569, -0.211, -0.540], [-0.659, 0.260, 1.144], [-0.260, -0.047, 0.061], [-0.212, 0.260, 0.021], [-0.010, -0.047, 0.273], [-0.021, 0.010, -0.038], [-0.460, 0.435, -0.340], [-0.788, -0.137, 0.136], [-0.691, 0.081, -0.215], [-0.127, -0.898, 0.497], [-1.142, 0.161, 0.460], [-0.143, 0.061, 0.623], [0.200, -0.172, -0.731], [0.147, 0.014, 0.020], [-0.169, 0.603, 0.694], [-0.812, 0.498, 0.149], [0.095, 0.268, -0.502], [0.010, 0.556, 0.500], [-0.686, -0.066, 0.277], [-0.439, -0.563, -0.356], [0.502, 0.654, 0.615], [-0.414, -0.041, -0.219], [0.884, 0.263, -0.280], [-0.328, 0.541, 0.307], [0.330, -0.694, -0.163], [0.019, -0.140, -0.471], [-0.114, 0.054, 0.137], [0.757, -0.091, 0.320], [0.567, 0.805, -0.321], [0.133, -0.995, 0.770], [-0.401, -0.574, -0.755], [0.297, -0.091, -0.185], [-0.355, 0.617, -0.235], [0.401, -0.554, 0.240], [0.338, -0.071, 0.637], [0.080, -0.032, -0.068], [0.601, 0.389, -0.074], [0.430, -0.437, 0.336], [-0.131, 0.402, -0.711], [0.184, 0.615, -0.257], [-0.070, -0.358, -0.672], [0.308, -0.312, -0.469], [-0.045, 0.006, 0.011], [0.055, 0.059, 0.083], [-0.349, -0.077, 0.270], [0.505, -0.082, 0.340], [0.042, -0.170, -0.459], [-0.211, 0.220, 0.008], [0.196, -0.346, 0.625], [0.726, 0.171, 0.043], [0.178, -0.104, -0.386], [0.720, 0.317, 0.127], [0.161, 0.664, -0.130], [-0.045, -0.114, -0.059], [-0.539, -0.124, -0.395], [-0.027, 0.008, 0.029], [-1.174, -0.136, -0.484], [-0.019, -0.014, 0.044], [-0.184, -0.561, -0.267], [-0.217, -0.369, 0.586], [0.187, -0.515, 0.357], [0.555, 0.056, -0.521], [-0.005, 0.122, 0.093], [0.178, 0.074, 0.095]]
}

***

Entry 2:
{
  "formula": "C23H40NO8PS",
  "method": "wB97M-V/def2-TZVPD",
  "orbital_gap_ev": 8.54,
  "lumo_energy_ev": -0.0962,
  "charge": 0,
  "e_homo_ev": -8.6,
  "elements": ["C", "H", "H", "C", "H", "H", "H", "H", "H", "H", "C", "H", "C", "C", "H", "C", "H", "O", "H", "H", "H", "O", "O", "H", "H", "H", "C", "H", "H", "C", "C", "O", "O", "H", "O", "C", "H", "P", "C", "H", "O", "H", "H", "C", "S", "C", "C", "H", "H", "H", "H", "C", "H", "H", "H", "H", "C", "H", "H", "H", "C", "H", "N", "C", "C", "H", "O", "H", "C", "C", "C", "H", "H", "C"],
  "xyz": [[0.7110, -4.2454, -5.5148], [-1.1812, 1.6763, -3.5611], [-0.4757, -0.8140, -2.0916], [0.6142, -3.6470, -6.9029], [-0.3202, -0.3995, -3.7723], [0.2651, 1.8390, 4.0732], [-1.9112, -0.8853, -3.1948], [2.5824, -0.2223, 4.6105], [2.7194, 0.9118, 5.9720], [6.4351, -2.5550, 4.0468], [-3.0747, 0.8160, 2.1686], [-2.5524, -3.2310, -7.5933], [3.2603, 0.1837, 5.3583], [-2.3805, -1.3953, 2.2164], [0.8057, -2.5695, -6.8713], [-0.7706, 4.4672, 0.5132], [-3.2176, 3.8358, -1.1659], [-0.2201, -3.6651, -4.6150], [1.7097, -4.0401, -5.1175], [4.9832, -1.5300, 3.8994], [-3.0374, 2.3706, -2.4105], [0.7059, -1.0571, 3.0705], [6.0711, -1.3224, 5.6687], [0.5822, -5.3315, -5.5525], [-3.3342, 0.6372, -2.5228], [-4.8157, 3.6324, -0.4308], [-3.7440, 3.6378, -0.2402], [5.1906, 1.0870, 6.5414], [-1.2162, -5.2657, -3.7604], [-3.3289, 2.2638, 0.2839], [6.5241, -0.0386, 5.2720], [-2.5691, -2.5407, 2.0104], [-0.2101, 1.0859, 4.4434], [-0.0297, 2.7121, -1.7168], [-3.7282, 0.4809, 4.4962], [-0.1319, 1.6299, -1.7131], [1.3817, -4.1051, -7.5340], [-0.4489, 0.0944, 3.1614], [-1.3979, -4.4380, -4.4540], [3.6082, -0.6352, 5.9901], [4.3263, 0.8277, 4.6752], [-1.8064, 4.1227, 2.3639], [0.8028, 1.2592, -2.1424], [-1.2634, 1.1424, -2.6141], [-3.4741, 5.0351, 0.8960], [-2.7002, 1.3997, -2.0676], [-2.5437, -0.0232, -0.0376], [0.1904, 4.3065, 1.0052], [5.8981, 1.9987, 5.2009], [-1.3294, -2.0690, -8.1535], [-1.5398, -2.3856, -6.4103], [-1.5550, -2.8363, -7.4050], [-3.8089, 2.8153, 2.3416], [-1.0551, 3.5440, 0.0238], [7.3928, 0.1991, 5.8934], [-2.1985, -0.8313, -0.6647], [5.5952, -2.1112, 4.5921], [-1.5448, 5.8414, 1.9546], [-2.1659, -3.7897, -4.0338], [1.4168, -0.7262, 2.5109], [-1.7957, 4.8600, 1.5619], [-1.7580, -4.8368, -5.4041], [-1.9849, -0.7960, 3.5154], [-2.6413, -0.2036, 1.3220], [-3.0372, 0.2574, 3.5681], [-0.1817, 1.2324, -0.7004], [-0.6374, -3.9103, -7.5160], [6.8524, -0.0528, 4.2278], [-1.0029, -0.3515, -2.9244], [-2.8662, 1.2483, -0.5654], [-3.4514, 2.0446, 1.6734], [4.9850, -2.9102, 5.0102], [-0.6448, 5.2402, -0.2433], [5.4733, 1.0312, 5.4856]],
  "forces_ev_per_angstrom": [[0.099, 0.208, 0.186], [-0.157, 0.099, -0.027], [-0.255, -0.319, 0.062], [-0.020, -0.201, -0.198], [0.028, -0.186, -0.046], [-0.067, 0.093, 0.080], [0.010, -0.180, 0.095], [-0.017, 0.039, 0.039], [-0.052, -0.084, 0.056], [-0.032, 0.003, -0.055], [-0.494, -0.130, -0.006], [0.020, -0.018, -0.057], [-0.015, 0.144, -0.029], [0.420, 1.373, -0.540], [-0.010, 0.010, 0.063], [0.130, 0.102, 0.220], [-0.097, 0.138, -0.141], [-0.103, -0.027, -0.150], [0.016, -0.033, -0.026], [0.005, 0.026, 0.008], [-0.134, 0.068, -0.021], [-0.665, -0.601, 1.379], [-0.138, 0.076, -0.096], [-0.033, -0.003, -0.059], [-0.221, 0.196, -0.143], [-0.065, 0.184, -0.068], [0.859, -0.521, 0.299], [0.014, -0.062, 0.017], [-0.043, -0.033, -0.026], [-0.219, 0.395, 0.579], [0.077, -0.115, 0.243], [0.259, -0.827, -0.031], [-0.315, -1.285, 0.642], [-0.177, 0.134, 0.270], [-0.184, 0.293, 0.771], [0.423, 0.038, -0.622], [0.030, 0.023, 0.023], [0.152, 1.363, -2.299], [0.022, 0.010, 0.101], [0.051, 0.016, 0.000], [0.035, -0.187, 0.046], [0.038, 0.086, 0.129], [0.065, -0.007, 0.042], [-0.108, -0.513, 0.348], [-0.492, 0.418, 0.056], [0.372, -0.146, 0.199], [-0.316, 0.445, 0.481], [0.088, -0.041, -0.107], [0.028, -0.004, 0.037], [-0.034, 0.053, 0.041], [0.028, -0.014, 0.012], [0.014, -0.016, -0.098], [-0.061, 0.111, -0.103], [0.036, -0.155, -0.044], [0.011, 0.034, -0.030], [-0.075, 0.018, -0.130], [0.069, -0.060, 0.038], [-0.189, 0.055, 0.232], [0.037, 0.011, 0.047], [-0.104, 0.045, -0.133], [-0.001, -0.450, -0.647], [0.022, 0.009, -0.018], [0.845, -0.117, 0.770], [-0.377, -0.307, 0.099], [0.696, 0.336, -1.080], [-0.171, 0.128, 0.093], [-0.047, 0.056, 0.183], [-0.050, 0.027, -0.027], [0.259, 0.688, -0.199], [0.209, -0.491, -0.184], [0.119, -0.614, -0.311], [0.044, -0.012, 0.034], [-0.059, 0.054, -0.032], [-0.030, 0.157, -0.232]]
}

***

| no. | M (g/mol) |
| --- | --- |
| 1 | 458.6 |
| 2 | 521.6 |